(1)
C9H18NSSi as an isolated structure in a non-equilibrium geometry, computed with ωB97M-V with the def2-TZVPD basis set.

Output
Orbital gap, eV: 7.9
Net charge: +1
Energy, eV: -29818.553
2S+1: 1

Element x y z (Å)
S: 0.113 -2.273 -1.382
Si: 0.785 -1.604 1.464
N: -1.907 2.292 -2.103
C: -0.806 0.192 -1.165
C: 2.483 -1.649 0.598
C: 0.725 -1.029 -2.380
C: -1.965 3.468 -1.109
C: 0.099 -3.228 1.939
C: -1.933 1.035 -1.298
C: 0.505 -0.117 2.654
C: -0.755 -0.984 -0.297
C: 0.226 0.205 -2.207
H: -1.654 -1.287 0.293
H: -0.748 -3.455 2.541
H: -2.566 3.054 -0.236
H: 0.547 0.842 2.163
H: -1.186 2.058 -2.730
H: 0.893 -3.653 2.674
H: -2.837 2.399 -2.653
H: -0.016 -3.955 1.058
H: 2.157 -1.439 -0.434
H: -0.990 3.799 -0.850
H: 0.567 1.062 -2.763
H: 3.273 -0.935 0.859
H: 1.493 -1.369 -3.093
H: -2.766 0.950 -0.602
H: -0.348 -0.281 3.337
H: 2.798 -2.666 0.689
H: 1.245 0.128 3.336
H: -2.472 4.420 -1.528



(2)
A 4-piece molecular cluster, C9H19BBrClO12S3 overall, computed with ωB97M-V with the def2-TZVPD basis set.

Output
Orbital gap, eV: 10.4
Net charge: 0
Structure (SMILES): CC[C@H](Cl)BBr.O=S1(=O)OCCO1.O=S1(=O)OCCO1.O=S1(=O)OCCO1
Energy, eV: -149956.297
2S+1: 1

Element x y z (Å)
Br: -3.585 -1.645 0.122
Cl: -2.330 2.476 -1.217
S: -0.548 -0.634 4.523
S: 3.505 1.595 0.507
S: -0.611 -0.589 -5.298
O: 0.656 -0.031 -4.509
O: -0.486 0.652 5.112
O: 2.626 1.100 1.735
O: -1.024 0.785 -5.989
O: 4.649 0.494 0.636
O: 4.018 2.881 0.813
O: -1.234 -1.676 5.512
O: -0.205 -1.495 -6.307
O: -1.586 -0.961 -4.333
O: 2.819 1.371 -0.717
O: -1.700 -0.632 3.426
O: 0.627 -1.241 4.003
C: 4.519 -0.228 1.874
C: 0.087 -0.563 -0.675
C: -0.371 1.884 -5.328
C: 0.974 1.308 -4.925
C: -2.658 -1.676 3.683
C: 3.026 -0.224 2.138
C: -0.944 0.384 -0.055
C: -2.631 -1.814 5.193
C: -2.087 0.692 -1.045
B: -3.480 0.047 -0.760
H: -0.294 2.704 -6.036
H: 2.502 -0.959 1.527
H: -0.451 1.325 0.189
H: -2.332 -2.589 3.183
H: 1.668 1.262 -5.766
H: -3.617 -1.355 3.290
H: 1.431 1.822 -4.084
H: -1.335 -0.012 0.881
H: -0.396 -1.310 -1.310
H: -1.763 0.328 -2.027
H: 0.638 -1.102 0.095
H: 4.926 -1.224 1.723
H: -0.962 2.186 -4.462
H: -3.194 -1.024 5.690
H: 2.759 -0.351 3.181
H: 0.782 0.000 -1.295
H: 5.075 0.296 2.652
H: -2.957 -2.789 5.543
H: -4.506 0.532 -1.091



(3)
A 3-piece molecular cluster, C9H19BF2O7P overall, computed with ωB97M-V with the def2-TZVPD basis set.

Output
Orbital gap, eV: 5.2
Net charge: -1
Energy, eV: -39372.923
2S+1: 1

Element x y z (Å)
P: 0.078 1.927 3.449
F: -1.250 -2.176 -2.316
F: 1.914 -1.818 -1.867
O: -2.332 -3.621 -0.983
O: -1.512 0.897 1.378
O: -2.456 -5.046 0.758
O: 3.536 -0.740 -5.816
O: -1.547 -2.997 0.996
O: 2.321 -1.005 -3.932
O: 3.349 -2.758 -4.831
C: -1.955 -2.275 -1.148
C: -2.138 -3.990 0.321
C: 1.868 -2.116 -3.185
C: -1.130 3.282 4.129
C: -1.106 -1.982 0.077
C: 2.870 -3.199 -3.562
C: 0.066 2.579 0.339
C: -0.611 3.950 0.213
C: 3.108 -1.428 -4.954
B: -0.525 1.830 1.589
H: -1.697 3.858 0.126
H: -1.712 2.861 4.954
H: 0.576 1.741 4.819
H: -0.055 2.007 -0.589
H: 0.833 -2.324 -3.455
H: -0.556 4.144 4.483
H: -2.848 -1.658 -1.253
H: -0.055 -2.152 -0.162
H: -1.731 0.568 2.286
H: 1.141 2.733 0.489
H: -0.999 0.811 3.738
H: -0.417 4.560 1.098
H: -0.271 4.522 -0.655
H: 2.445 -4.192 -3.663
H: 1.144 2.948 3.153
H: 1.049 0.823 2.967
H: -1.261 -0.995 0.502
H: 3.687 -3.193 -2.838
H: -1.821 3.624 3.345



(4)
A 5-piece molecular cluster, C9H19Br8NO2 overall in a non-equilibrium geometry, computed with ωB97M-V with the def2-TZVPD basis set.

Output
Orbital gap, eV: 10.4
Net charge: 0
Structure (SMILES): C[N+](=O)[O-].BrCCBr.BrCCBr.BrCCBr.BrCCBr
Energy, eV: -575562.945
2S+1: 1

Element x y z (Å)
Br: -0.257 -14.964 3.417
Br: 1.187 -18.385 5.707
Br: 5.073 -15.993 -0.290
Br: 8.744 -12.372 3.010
Br: 6.418 -12.709 6.906
Br: 3.921 -20.196 2.583
Br: 1.280 -12.128 0.143
Br: 7.140 -16.744 3.771
O: 3.596 -15.288 4.517
O: 3.256 -13.237 4.998
N: 3.037 -14.413 5.124
C: 2.805 -19.040 4.803
C: 7.097 -16.078 1.878
C: 5.641 -16.090 1.631
C: 2.024 -14.952 6.084
C: 0.050 -13.392 2.302
C: 6.983 -12.684 5.052
C: 2.548 -19.037 3.298
C: 0.794 -13.757 1.008
C: 8.478 -12.868 4.842
H: 9.052 -12.185 5.421
H: 7.483 -15.096 1.756
H: 2.453 -15.015 7.105
H: 1.728 -14.266 1.129
H: 7.566 -16.843 1.223
H: 3.115 -20.064 5.087
H: 1.654 -19.423 2.911
H: 6.633 -11.843 4.506
H: 8.925 -13.880 4.898
H: 1.663 -15.952 5.744
H: 3.630 -18.338 4.999
H: 0.536 -12.594 2.824
H: 6.579 -13.618 4.617
H: 5.085 -17.030 1.878
H: 1.207 -14.252 6.213
H: 2.896 -18.030 2.883
H: 5.088 -15.256 2.047
H: 0.200 -14.276 0.196
H: -1.007 -13.026 2.102